No. 1
The following is a quantum chemistry calculation of 8 unconnected molecules or ions with the total composition C16H48O8, from the OMol25 dataset.

The geometry in ORCA input format:
```
! RIJCOSX wB97M-V def2-TZVPD def2/J DEFGRID3
* xyz 0 1
H -2.949 3.196 -6.260
C 0.241 0.140 0.740
H 2.711 -3.789 1.811
H -1.488 1.402 0.922
H -1.511 -0.458 -1.644
H -1.929 -2.739 1.010
H -0.957 -1.851 -4.491
H 1.177 -1.724 2.934
C -3.446 1.244 -4.379
O 2.267 -2.936 1.801
H 6.114 -0.670 2.108
C 3.072 2.441 3.343
H 1.056 -4.759 3.355
C -3.982 -3.349 0.627
C 1.570 -2.734 3.047
C 0.520 -3.812 3.243
H -3.160 0.253 -4.022
C -1.943 4.637 -1.066
O -2.642 3.318 -5.358
H 2.523 2.364 5.462
H -0.279 -0.390 -3.726
H 6.667 -1.129 0.503
H 0.264 -1.896 -1.679
H -3.213 4.637 0.671
H -0.020 2.231 0.399
C -0.264 -1.483 -3.734
C -0.595 -2.018 -2.352
H 5.557 -2.184 1.379
O -0.992 1.132 -1.087
H -4.079 1.048 -5.256
H -4.071 1.801 -3.686
H 3.020 -1.184 1.458
H 3.105 0.840 4.816
H 2.179 1.992 2.897
H -4.485 -2.767 1.408
C -0.609 1.317 0.274
H -0.128 -3.863 2.370
C -2.549 -3.639 1.043
H -4.528 -4.296 0.559
H 0.404 0.233 1.815
H -4.068 4.258 -0.791
H 4.274 -1.057 -0.285
H -3.050 3.022 -0.062
H -2.219 5.634 -1.425
C 3.246 1.923 4.769
O 3.522 -0.358 1.499
H -1.678 1.480 -5.592
H -2.091 4.124 -2.954
H 2.261 -2.736 3.895
H 4.244 2.179 5.123
H 0.737 -1.780 -4.062
C -2.235 2.046 -4.842
H -0.808 -3.088 -2.389
H 1.201 0.136 0.226
H -3.198 -2.434 -0.906
O -1.749 -1.388 -1.803
H 4.839 0.561 0.209
O 4.218 2.204 2.561
H -1.589 2.243 -3.990
C 5.805 -1.141 1.174
H -2.573 -3.871 2.117
H -0.272 -0.803 0.535
H 2.933 3.523 3.401
H -0.093 -3.666 4.131
O -4.090 -2.649 -0.599
H 4.103 1.339 2.149
H -1.083 4.766 -0.408
C 4.608 -0.443 0.558
H -0.981 1.986 -1.533
C -3.121 4.089 -0.272
O -1.605 3.818 -2.181
H -2.120 -4.472 0.494
*
```

## Properties
Max |F|   1.1 eV/Å
SMILES string   CCO.CCO.CCO.CCO.CCO.CCO.CCO.CCO
LUMO energy   0.51 eV
Energy above the lowest of the compared OMol25 structures with the same formula, charge and spin   33.87 kcal/mol

Mulliken population analysis, charges in e, atoms 1 to 6: atom 1 (H): 0.313, atom 2 (C): -0.496, atom 3 (H): 0.261, atom 4 (H): 0.289, atom 5 (H): 0.284, atom 6 (H): 0.052


No. 2
The following is a quantum chemistry calculation of 8 unconnected molecules or ions with the total composition C16H48O8S8, from the OMol25 dataset.

The geometry in ORCA input format:
```
! RIJCOSX wB97M-V def2-TZVPD def2/J DEFGRID3
* xyz 0 1
H 16.020 -24.842 33.517
H 21.493 -16.616 37.237
H 28.329 -13.502 35.479
C 23.456 -24.560 26.001
H 19.636 -20.031 31.549
C 14.062 -21.043 29.758
H 19.388 -16.520 33.354
H 21.370 -10.795 33.110
H 21.372 -9.346 34.083
H 26.830 -12.688 36.113
S 26.530 -13.648 33.888
H 18.058 -22.003 35.542
H 28.400 -11.918 33.290
H 22.778 -15.645 38.034
O 21.355 -14.866 40.376
H 13.369 -21.401 30.519
H 20.331 -19.084 30.212
S 17.445 -16.700 26.072
H 21.374 -22.670 26.266
C 27.244 -13.541 35.574
H 22.340 -17.061 38.754
H 14.803 -23.709 33.925
S 22.423 -24.032 24.512
H 20.723 -24.253 26.149
C 20.055 -14.106 38.209
H 15.107 -20.876 30.020
H 20.301 -18.023 33.210
H 18.112 -23.064 34.271
O 21.873 -25.226 23.731
H 20.908 -13.452 38.027
S 20.559 -15.505 39.263
H 15.497 -15.894 24.716
C 16.154 -16.757 24.820
O 18.228 -17.962 25.931
O 12.611 -22.680 28.166
H 20.748 -16.537 32.153
H 26.910 -14.419 36.128
H 18.457 -10.827 31.958
H 19.256 -15.189 26.398
O 17.572 -18.197 32.375
S 14.043 -22.085 28.269
H 14.981 -23.363 30.020
C 18.661 -15.485 25.534
C 27.325 -12.086 33.227
S 19.227 -10.344 34.213
H 23.428 -23.673 26.634
H 18.714 -19.662 30.054
H 14.934 -25.443 34.688
C 20.793 -9.900 33.344
H 20.220 -23.031 24.906
C 21.026 -23.403 25.538
C 17.378 -22.520 34.865
S 18.727 -17.735 31.478
H 15.480 -17.583 25.049
H 15.094 -24.382 28.552
C 19.993 -17.124 32.677
H 20.518 -9.292 32.483
O 18.354 -9.190 34.484
H 16.725 -16.926 23.906
S 16.354 -23.797 35.780
C 19.426 -19.282 30.786
H 13.622 -20.086 29.478
H 24.487 -24.689 25.672
C 15.166 -23.368 28.946
H 26.838 -11.307 33.814
H 19.699 -14.465 37.244
O 25.001 -13.549 33.860
H 26.992 -12.008 32.192
H 16.848 -21.780 34.264
H 19.294 -15.870 24.735
H 19.349 -13.474 38.748
H 16.143 -22.958 28.687
H 17.406 -11.659 33.195
H 19.106 -12.198 32.917
C 21.884 -16.250 38.186
H 23.134 -25.440 26.559
C 18.414 -11.356 32.911
C 15.399 -24.516 34.351
H 18.202 -14.578 25.139
O 17.410 -24.837 36.166
*
```

## Properties
Max |F|   3.2 eV/Å
LUMO energy   -0.10 eV
Energy above the lowest of the compared OMol25 structures with the same formula, charge and spin   64.71 kcal/mol

Mulliken population analysis, charges in e, atoms 1 to 6: atom 1 (H): 0.286, atom 2 (H): 0.317, atom 3 (H): 0.335, atom 4 (C): -0.874, atom 5 (H): 0.295, atom 6 (C): -0.865


No. 3
The following is a quantum chemistry calculation of 6 unconnected molecules or ions with the total composition C16H49N4O6, from the OMol25 dataset.

The geometry in ORCA input format:
```
! RIJCOSX wB97M-V def2-TZVPD def2/J DEFGRID3
* xyz 1 1
N -3.195 0.530 -1.617
C 0.029 -3.344 -0.118
N 3.655 1.082 0.580
H 1.572 1.132 2.878
H 0.130 1.825 2.830
O 0.489 0.002 -3.238
C 4.454 -1.004 -0.407
H 6.862 0.477 -0.243
H 3.897 2.065 0.648
H -4.162 0.263 -1.761
H 2.539 -3.715 0.207
O -5.136 2.740 -2.040
O 0.882 -2.604 0.772
H -2.943 -2.783 -1.766
H -3.889 0.955 2.964
H -2.867 2.182 2.094
H 1.802 -4.212 1.719
N 0.662 1.055 2.439
C -1.244 -2.519 -0.392
H 0.208 -1.460 4.643
H 5.311 -1.466 -0.900
H 0.366 -0.491 -0.439
C 2.046 -3.340 1.107
H 1.680 -0.496 4.335
H 1.032 0.492 0.763
H -1.704 3.316 -0.251
H -2.824 0.614 -2.557
H 3.444 -0.357 -2.924
C 6.077 0.936 0.359
H -0.974 -1.389 -2.077
H 3.856 0.745 1.518
H -0.214 -4.250 0.443
N -0.993 -1.225 -1.079
O 1.085 0.162 -0.168
H -1.492 -3.751 -2.136
H -1.862 -2.327 0.486
H 0.163 0.212 5.076
H -1.804 -0.598 -1.005
C 4.702 0.537 -0.262
O -1.876 1.203 3.526
H 2.691 -2.674 1.677
H -1.065 2.214 -1.539
C -1.677 2.301 -0.641
H 4.602 1.049 -1.221
C -5.764 3.832 -2.732
C -2.106 -3.330 -1.335
H 6.234 2.011 0.256
C -1.463 -0.005 2.885
H 0.440 -0.791 -3.780
H -5.350 3.926 -3.740
H 4.311 -1.868 -2.763
H 6.122 0.732 1.429
C -3.117 1.826 -0.966
C 0.591 -0.480 4.350
H -1.253 1.647 0.121
H -6.762 3.514 -3.036
H -3.211 2.977 -2.820
H -3.709 1.814 -0.049
H -1.914 -0.832 3.442
H -5.837 4.760 -2.167
H -3.495 3.854 -1.457
H 0.569 -3.593 -1.035
H -1.843 -0.036 1.861
O 3.231 -1.301 -1.113
C -3.750 2.869 -1.870
H -2.546 -4.218 -0.874
H 1.983 -0.220 -0.303
C 3.377 -1.364 -2.506
H -3.513 2.416 3.738
H 4.371 -1.480 0.570
H 2.505 -1.889 -2.891
H 0.153 -1.087 2.359
C -3.083 1.690 3.046
H 0.449 0.725 -3.870
C 0.064 -0.181 2.964
*
```

## Properties
Max |F|   2.1 eV/Å
LUMO energy   -2.02 eV
Energy above the lowest of the compared OMol25 structures with the same formula, charge and spin   0.00 kcal/mol

Mulliken population analysis, charges in e, atoms 1 to 6: atom 1 (N): -0.655, atom 2 (C): -1.178, atom 3 (N): -0.474, atom 4 (H): 0.230, atom 5 (H): 0.297, atom 6 (O): -0.515